<1>
Here is an isolated ion of composition C2HIN2O and charge +2 from the OMol25 dataset. Energies are from ωB97M-V/def2-TZVPD.

Last column: Löwdin charge in e.
Element x y z (Å)
C (-0.0476, 2.2190, 0.0388)  0.342
C (-0.5780, -0.0851, -0.1221)  -0.551
N (-0.4820, 1.2120, -0.2762)  0.043
N (0.7799, -0.5800, 0.1615)  0.099
O (1.6785, 0.0937, -0.0572)  0.365
I (-2.3282, -1.2782, -0.0773)  1.470
H (0.9774, -1.5815, 0.3325)  0.233

Summary:
- Total charge: +2
- Gap between HOMO and LUMO (alpha / beta): 6.47 / 6.47 eV


<2>
Here is an isolated ion of composition C2HIN2O and charge +2 from the OMol25 dataset. Energies are from ωB97M-V/def2-TZVPD.

Last column: Löwdin charge in e.
Element x y z (Å)
C (-1.4468, 1.3373, -0.1657)  0.027
C (0.4274, 0.3656, 0.2072)  -0.039
N (-0.1509, 1.3914, -0.1306)  0.345
N (0.9417, -0.7137, 0.2163)  -0.104
O (-2.5149, 1.0709, 0.0098)  0.495
I (1.5826, -2.3015, -1.2249)  1.150
H (1.1609, -1.1500, 1.0878)  0.127

Summary:
- SMILES: O=C=[N+]=C=[NH+]I
- Total charge: +2
- Gap between HOMO and LUMO (alpha / beta): 6.78 / 6.77 eV


Of them, <2> has the highest stability.


<1>
Here is C5H11OP as an isolated structure from the OMol25 dataset. Energies are from ωB97M-V/def2-TZVPD.

Last column: Löwdin charge in e.
Element x y z (Å)
C (1.6916, 0.1387, 0.6421)  -0.142
C (-0.4141, -0.5779, -1.4430)  -0.165
C (-1.5754, 0.9043, 0.2274)  -0.163
C (0.5722, -0.7883, 1.0995)  -0.134
C (-1.0059, -0.4788, -0.1442)  -0.654
O (-1.6631, -3.0373, -0.2743)  -0.498
P (-2.1295, -1.8660, 0.4973)  0.908
H (1.2990, 1.1304, 0.5676)  0.062
H (2.4434, -0.0881, 1.4499)  0.092
H (2.2014, -0.2079, -0.2738)  0.074
H (0.3880, 0.0785, -1.5508)  0.048
H (-0.1240, -1.6259, -1.7022)  0.101
H (-1.1600, -0.2971, -2.1442)  0.077
H (-1.5897, 1.0364, 1.4151)  0.102
H (-2.7458, 0.7387, -0.0016)  0.083
H (-1.2618, 1.8194, -0.3750)  0.088
H (0.7491, -1.8367, 1.1136)  0.061
H (0.1662, -0.3175, 1.9876)  0.061

Summary:
- Gap between HOMO and LUMO: 8.20 eV


<2>
Here is one molecule with the formula C5H11OP from the OMol25 dataset. Energies are from ωB97M-V/def2-TZVPD.

Last column: Löwdin charge in e.
Element x y z (Å)
C (-1.0664, -0.8903, 0.1325)  -0.457
C (0.4492, -1.1891, 0.4892)  -0.350
C (-1.9423, -0.4039, 1.3138)  -0.047
C (0.5225, 1.5513, -0.0225)  -0.310
C (1.5839, -0.2660, -1.8275)  -0.355
O (-1.7271, -0.8644, -0.9261)  0.004
P (1.5740, 0.0738, -0.0672)  0.808
H (0.4256, -1.4732, 1.5473)  0.075
H (0.7005, -2.1296, -0.1083)  0.104
H (-2.2262, -1.3477, 1.8826)  0.100
H (-2.9343, -0.1547, 0.8444)  0.097
H (-1.5302, 0.2608, 2.0063)  0.044
H (1.0513, 2.2193, -0.6804)  0.025
H (0.4109, 1.8175, 0.9797)  0.003
H (-0.5487, 1.4160, -0.5049)  0.093
H (2.0558, -1.2361, -2.0445)  0.032
H (2.2784, 0.5064, -2.3523)  0.062
H (0.6738, -0.0889, -2.4982)  0.071

Summary:
- SMILES: CC(=O)CP(C)C
- Gap between HOMO and LUMO: 9.56 eV


Of them, <2> has the highest stability.